Record 1
ORCA calculation (ωB97M-V/def2-TZVPD) on 3 unconnected molecules or ions with the total composition C16H27BrFN5O3P2 at a distorted geometry.

Cartesian coordinates (Å):
N: 8.53 -2.05 2.08
P: 7.58 -0.97 1.45
C: 7.10 0.28 2.75
O: 8.25 1.01 3.04
O: 6.10 1.22 2.39
C: 4.80 0.70 2.19
C: 3.98 0.58 3.50
F: 4.86 0.44 4.56
N: 3.10 -0.56 3.50
C: 1.87 -0.43 2.81
C: 1.43 -1.50 2.03
C: 0.21 -1.40 1.38
C: -0.53 -0.23 1.55
N: -0.13 0.81 2.28
C: 1.05 0.69 2.90
P: 3.88 1.87 1.02
O: 5.11 2.24 0.00
Br: 3.68 3.76 2.19
H: 8.14 -2.98 2.00
H: 8.21 -0.26 0.41
H: 6.40 -1.59 0.98
H: 6.87 -0.28 3.66
H: 8.41 1.59 2.28
H: 4.78 -0.26 1.68
H: 3.40 1.47 3.71
H: 3.59 -1.40 3.22
H: 2.02 -2.40 1.92
H: -0.18 -2.19 0.76
H: -1.49 -0.15 1.07
H: 1.36 1.52 3.50
H: 5.74 1.51 -0.05
C: -4.62 -3.25 -1.45
C: -4.80 -2.14 -0.43
C: -4.17 -0.82 -0.87
C: -2.72 -0.97 -1.08
N: -1.60 -1.10 -1.22
H: -3.57 -3.49 -1.61
H: -5.11 -4.17 -1.11
H: -5.06 -2.98 -2.41
H: -4.36 -2.45 0.53
H: -5.86 -1.97 -0.25
H: -4.33 -0.04 -0.12
H: -4.62 -0.48 -1.81
C: -7.43 2.66 -5.22
C: -5.95 2.42 -4.95
C: -5.68 1.04 -4.34
C: -6.36 0.89 -3.06
N: -6.91 0.77 -2.06
H: -8.02 2.64 -4.30
H: -7.58 3.64 -5.68
H: -7.84 1.91 -5.90
H: -5.58 3.20 -4.28
H: -5.40 2.51 -5.88
H: -4.61 0.91 -4.18
H: -6.02 0.25 -5.02

The maximum force comes out at 0.0404 Eh/bohr. Its spin multiplicity is 1. For the LUMO energy, the calculation gives 0.2 eV. For the total energy, the calculation gives -121958.7175 eV. Its structure (SMILES) is N=[PH2][C@@H](O)O[C@@H]([C@H](F)Nc1cccnc1)P(O)Br.CCCC#N.CCCC#N. As for the charge: 0.

---

Record 2
ORCA calculation (ωB97M-V/def2-TZVPD) on a molecular structure, C16H27BrN6O5Sn.

Cartesian coordinates (Å):
Sn: 2.60 0.93 -0.46
C: 0.88 -2.18 0.35
C: 1.47 -2.12 -1.05
N: 1.49 -0.75 -1.61
C: 0.20 -0.34 -2.20
C: 0.40 1.01 -2.87
N: 0.79 1.99 -1.85
C: -0.40 2.61 -1.22
C: -0.08 3.43 0.03
C: -0.10 2.61 1.31
N: 1.13 1.82 1.47
C: 1.01 0.81 2.54
C: 2.32 0.06 2.66
N: 2.61 -0.73 1.45
C: 1.93 -2.06 1.43
H: 0.36 -3.13 0.49
H: 0.13 -1.40 0.47
H: 0.90 -2.75 -1.74
H: 2.50 -2.48 -1.06
H: 2.17 -0.74 -2.36
H: -0.55 -0.25 -1.42
H: -0.11 -1.09 -2.93
H: -0.53 1.31 -3.37
H: 1.18 0.96 -3.63
H: 1.35 2.72 -2.29
H: -1.08 1.81 -0.95
H: -0.90 3.24 -1.97
H: -0.83 4.22 0.11
H: 0.88 3.95 -0.09
H: -0.93 1.91 1.27
H: -0.24 3.27 2.17
H: 1.89 2.45 1.73
H: 0.19 0.13 2.30
H: 0.78 1.28 3.50
H: 2.30 -0.58 3.54
H: 3.14 0.77 2.80
H: 3.61 -0.89 1.42
H: 1.48 -2.23 2.41
H: 2.70 -2.83 1.28
Br: -6.40 -0.54 -1.96
C: -5.45 -1.13 -0.44
C: -6.06 -2.00 0.46
N: -5.44 -2.45 1.55
C: -4.19 -2.04 1.77
C: -3.50 -1.17 0.92
C: -4.15 -0.71 -0.21
C: -2.07 -0.75 1.23
O: -1.55 -1.19 2.26
O: -1.52 0.01 0.37
H: -7.07 -2.34 0.29
H: -3.69 -2.40 2.66
H: -3.64 -0.03 -0.88
O: 5.59 -0.10 -3.04
N: 4.55 0.00 -2.43
O: 3.60 0.74 -2.83
O: 4.34 -0.64 -1.35

The maximum force comes out at 0.0048 Eh/bohr. The energy above the lowest of the compared OMol25 structures with the same formula, charge and spin comes out at 0.486 eV. Its spin multiplicity is 1. For the LUMO energy, the calculation gives 0.0 eV. For the total energy, the calculation gives -112080.3632 eV. As for the charge: 0.

---

Record 3
ORCA calculation (ωB97M-V/def2-TZVPD) on 6 unconnected molecules or ions with the total composition C16H27Cl4NO10 at a distorted geometry.

Cartesian coordinates (Å):
O: -1.56 -1.81 1.47
C: -1.98 -0.96 0.74
O: -3.11 -1.04 0.02
C: -3.09 -0.01 -0.99
C: -2.12 1.00 -0.40
O: -1.36 0.21 0.52
H: -2.68 -0.45 -1.90
H: -4.10 0.36 -1.10
H: -2.58 1.83 0.14
H: -1.42 1.42 -1.12
O: 1.10 -4.39 -2.51
C: 0.36 -4.67 -1.63
O: -0.26 -5.85 -1.48
C: -0.92 -5.87 -0.21
C: -1.05 -4.39 0.14
O: 0.01 -3.81 -0.64
H: -1.90 -6.34 -0.24
H: -0.28 -6.40 0.49
H: -0.89 -4.23 1.20
H: -1.99 -3.92 -0.13
O: 5.07 5.56 1.71
C: 4.37 4.70 1.29
O: 3.05 4.80 1.07
C: 2.58 3.57 0.42
C: 3.64 2.61 0.88
O: 4.80 3.45 0.97
H: 1.54 3.45 0.67
H: 2.76 3.78 -0.63
H: 3.75 1.71 0.27
H: 3.51 2.28 1.92
C: 1.74 -0.86 0.98
N: 1.44 -1.28 -0.35
C: 1.27 -0.50 -1.44
C: 0.83 -1.24 -2.69
O: 1.44 0.72 -1.46
H: 2.81 -0.93 1.21
H: 1.26 -1.52 1.70
H: 1.47 0.14 1.31
H: 1.18 -2.25 -0.45
H: 1.61 -1.17 -3.45
H: -0.09 -0.77 -3.05
H: 0.67 -2.30 -2.50
Cl: -0.36 -0.10 3.81
C: -1.27 -0.33 5.32
C: -2.75 -0.37 5.07
Cl: -3.35 1.17 4.46
H: -1.04 0.54 5.94
H: -0.89 -1.24 5.79
H: -3.27 -0.58 6.01
H: -3.04 -1.20 4.42
Cl: -1.88 2.14 -5.11
C: -0.54 2.68 -4.07
C: -0.67 4.17 -3.82
Cl: 0.70 4.81 -2.91
H: 0.38 2.43 -4.59
H: -0.54 2.16 -3.12
H: -1.56 4.33 -3.22
H: -0.82 4.72 -4.74

The maximum force comes out at 0.0388 Eh/bohr. The energy above the lowest of the compared OMol25 structures with the same formula, charge and spin comes out at 0.000 eV. Its spin multiplicity is 1. For the LUMO energy, the calculation gives 0.3 eV. For the total energy, the calculation gives -89085.7874 eV. Its structure (SMILES) is O=C1OCCO1.O=C1OCCO1.O=C1OCCO1.CNC(C)=O.ClCCCl.ClCCCl. As for the charge: 0.

---

Record 4
ORCA calculation (ωB97M-V/def2-TZVPD) on a molecular structure, C16H27ClIN2O7P at a distorted geometry.

Cartesian coordinates (Å):
C: 3.56 0.80 1.57
C: 2.36 -0.13 1.54
O: 1.22 0.54 2.16
C: 0.11 0.58 1.40
C: -0.28 1.69 0.65
C: 0.73 2.85 0.68
C: 0.75 3.54 -0.68
C: 2.14 4.00 -1.10
Cl: 2.98 4.93 0.16
N: -1.35 1.86 -0.09
N: -2.15 0.81 -0.14
C: -3.32 0.95 -0.98
P: -4.73 1.68 -0.06
O: -4.53 1.50 1.37
O: -4.85 3.23 -0.40
O: -6.05 1.00 -0.64
C: -1.87 -0.33 0.52
O: -2.79 -1.34 0.36
C: -0.78 -0.53 1.33
C: -0.51 -1.81 2.07
C: -0.35 -3.06 1.18
C: 1.02 -3.18 0.50
C: 0.90 -4.14 -0.68
O: 2.08 -4.15 -1.48
C: 1.83 -3.62 -2.73
C: 2.47 -2.28 -2.97
O: 1.18 -4.20 -3.53
H: 4.45 0.17 1.53
H: 3.57 1.44 0.70
H: 3.58 1.38 2.49
H: 2.57 -1.06 2.07
H: 2.08 -0.32 0.51
H: 0.49 3.64 1.54
H: 1.72 2.41 0.88
H: 0.08 4.40 -0.64
H: 0.38 2.90 -1.48
H: 2.03 4.59 -2.01
H: 2.73 3.13 -1.40
H: -3.57 0.04 -1.50
H: -3.03 1.66 -1.75
H: -5.59 3.37 -1.01
H: -6.51 0.61 0.12
H: -2.54 -1.89 -0.39
H: -1.36 -2.00 2.73
H: 0.39 -1.73 2.67
H: -0.44 -3.93 1.84
H: -1.14 -3.15 0.44
H: 1.39 -2.21 0.17
H: 1.69 -3.62 1.23
H: 0.68 -5.13 -0.29
H: 0.03 -3.84 -1.26
H: 2.46 -1.71 -2.05
H: 3.49 -2.48 -3.28
H: 1.91 -1.78 -3.76
I: -1.31 3.89 1.91

The maximum force comes out at 0.1346 Eh/bohr. Its spin multiplicity is 1. For the LUMO energy, the calculation gives -0.9 eV. For the total energy, the calculation gives -64252.2856 eV. As for the charge: 0.